Record 1
{
  "formula": "C4H5F2N",
  "method": "the ωB97M-V functional and the def2-TZVPD basis",
  "lumo_ev": 0.90,
  "de_lowest_kj_mol": 233.08,
  "homo_lumo_gap_ev": 9.15,
  "elements": ["F", "F", "N", "C", "C", "C", "C", "H", "H", "H", "H", "H"],
  "positions_angstrom": [[-1.957, 0.105, 1.077], [-2.005, 0.126, -0.998], [1.337, 0.661, 0.145], [1.257, -0.600, 0.040], [-0.162, -1.251, 0.011], [0.356, 1.541, -0.057], [-1.164, -0.013, -0.028], [-0.194, -2.049, -0.754], [2.125, -1.180, 0.002], [0.443, 2.033, -1.121], [0.260, 2.382, 0.699], [-0.297, -1.756, 0.985]],
  "forces_ev_per_a": [[0.8, -0.4, 0.5], [-0.9, -0.4, -2.4], [3.6, -1.8, -0.3], [-2.7, 1.9, 0.3], [-0.2, 1.3, 0.4], [-3.7, 0.3, -1.1], [3.0, 1.5, 1.4], [-0.5, 0.8, 0.0], [1.2, -1.0, 0.2], [-0.5, -1.1, 1.9], [-0.2, -1.4, -0.7], [0.0, 0.2, -0.3]],
  "nbo_charge": [-0.3629, -0.3276, -0.4160, 0.1595, -0.5948, -0.2606, 0.6906, 0.2476, 0.1867, 0.2145, 0.2164, 0.2465]
}

***

Record 2
{
  "formula": "C23H34Cl2N3O3Pt",
  "method": "the ωB97M-V functional and the def2-TZVPD basis",
  "lumo_ev": [2.41, 2.41],
  "s_squared": 2.052,
  "charge": -1,
  "spin_multiplicity": 3,
  "homo_lumo_gap_ev": [5.41, 6.50],
  "elements": ["Pt", "Cl", "Cl", "O", "O", "O", "N", "N", "N", "C", "C", "C", "C", "C", "C", "C", "C", "C", "C", "C", "C", "C", "C", "C", "C", "C", "C", "C", "C", "C", "C", "C", "H", "H", "H", "H", "H", "H", "H", "H", "H", "H", "H", "H", "H", "H", "H", "H", "H", "H", "H", "H", "H", "H", "H", "H", "H", "H", "H", "H", "H", "H", "H", "H", "H", "H"],
  "positions_angstrom": [[-0.338, -0.765, 0.310], [-1.282, -1.264, -1.761], [-0.299, -2.923, 1.060], [1.390, 1.348, -0.921], [-1.248, 1.418, -0.040], [0.204, 0.264, 2.150], [-1.117, 2.375, -2.112], [-2.425, -0.840, 1.305], [1.048, 1.956, 3.388], [-0.246, 2.893, -3.166], [-0.690, 2.203, -0.856], [1.758, -0.225, -4.786], [0.659, 1.449, 2.229], [-2.503, -1.468, 2.498], [2.549, -0.045, -2.508], [4.125, -0.312, -4.306], [-3.558, -0.530, 0.674], [2.274, 0.335, -1.027], [-4.887, -1.734, 2.313], [1.906, -1.193, -0.129], [-3.698, -1.946, 3.021], [-4.818, -0.941, 1.173], [2.554, -3.698, -0.353], [2.079, -2.355, -0.856], [2.454, -1.161, 1.316], [3.072, -0.316, -5.211], [-6.195, -2.311, 2.788], [1.639, 3.296, 3.507], [3.861, -0.155, -2.934], [1.508, -0.143, -3.405], [-2.504, 2.161, -2.471], [0.913, 1.197, 4.633], [3.273, -0.404, -6.289], [1.855, -4.515, -0.617], [-0.278, 2.228, -4.038], [0.117, 2.939, -0.575], [-2.613, 1.226, -3.045], [-2.833, 2.998, -3.114], [2.838, -0.139, 1.501], [0.087, 1.603, 5.229], [-0.598, 3.880, -3.502], [-5.727, -0.652, 0.644], [3.494, -4.009, -0.832], [2.738, -3.773, 0.718], [4.663, -0.123, -2.177], [-1.567, -1.675, 3.005], [-3.133, 2.124, -1.570], [1.838, 1.313, 5.207], [-3.480, 0.032, -0.247], [2.643, 3.227, 3.944], [-6.866, -1.517, 3.146], [0.774, 2.101, 1.347], [-6.717, -2.848, 1.981], [-3.697, -2.495, 3.954], [1.026, 3.933, 4.154], [0.913, -0.219, -5.451], [0.781, 2.966, -2.793], [-6.022, -3.012, 3.612], [3.338, 0.563, -0.582], [1.868, -2.327, -1.921], [5.144, -0.412, -4.629], [3.338, -1.856, 1.412], [0.474, -0.121, -3.001], [0.727, 0.145, 4.404], [1.710, -1.488, 2.096], [1.704, 3.738, 2.506]],
  "forces_ev_per_a": [[0.1, 0.8, -0.5], [-0.6, -0.4, -1.1], [0.0, -2.3, 1.0], [1.5, -1.1, 0.4], [0.3, 2.5, -1.1], [1.0, 2.9, 1.1], [-0.3, 0.5, -0.9], [-0.7, 0.3, 0.7], [0.5, 0.6, 1.2], [-0.3, 0.3, 0.5], [-0.1, -0.5, 1.6], [0.0, -0.1, 1.6], [-1.1, -2.5, -1.0], [-0.3, -0.1, -0.5], [0.2, 0.4, 1.5], [-0.3, 0.1, 1.0], [-0.8, -0.6, 0.9], [0.0, -0.8, 0.3], [0.2, 0.2, 0.1], [1.3, 1.4, -0.7], [-0.1, 0.3, -0.5], [0.7, 0.2, -0.4], [-0.2, -0.4, -0.2], [0.0, 0.1, 0.4], [0.5, -0.6, 0.1], [0.2, -0.1, -1.1], [-0.1, 0.0, 0.1], [-0.3, -0.5, -0.3], [0.3, -0.2, -0.7], [-1.0, 0.3, -0.7], [0.0, -0.6, -0.4], [0.1, 0.2, -0.2], [0.0, 0.1, 0.5], [0.0, 0.5, 0.1], [0.1, -0.1, 0.2], [-0.6, -0.9, -0.1], [-0.2, 0.2, 0.3], [0.1, -0.2, 0.3], [-0.3, -0.4, 0.2], [0.1, -0.1, -0.1], [0.0, 0.0, 0.0], [0.2, -0.2, 0.0], [0.0, 0.3, -0.2], [-0.3, 0.3, 0.0], [-0.3, 0.0, -0.5], [0.0, 0.2, -0.2], [0.3, -0.1, -0.3], [-0.1, -0.1, 0.0], [0.2, -0.1, 0.0], [-0.2, 0.0, -0.1], [0.1, -0.2, -0.1], [0.0, -0.5, 0.1], [0.2, 0.2, 0.2], [0.0, -0.1, 0.0], [0.0, -0.1, -0.1], [-0.1, -0.1, -0.4], [-0.2, -0.2, -0.1], [-0.1, 0.1, -0.2], [-1.4, -0.4, -0.3], [-0.1, 0.0, 0.1], [0.3, 0.0, -0.3], [-0.7, 0.7, -0.1], [0.8, 0.1, -0.4], [0.1, 0.3, 0.0], [0.8, 0.5, -0.9], [0.0, -0.1, 0.3]],
  "nbo_charge": [1.1415, -0.6800, -0.6572, -0.9374, -0.7417, -0.6912, -0.4560, -0.4583, -0.4112, -0.4065, 0.6233, -0.2173, 0.5508, 0.0778, -0.0438, -0.2356, 0.0977, 0.1969, 0.0193, -0.1761, -0.2734, -0.2821, -0.6669, -0.0896, -0.6765, -0.2520, -0.6318, -0.3992, -0.2137, -0.2167, -0.4060, -0.4205, 0.1915, 0.2287, 0.2030, 0.1411, 0.2143, 0.1734, 0.1950, 0.1914, 0.1636, 0.2044, 0.1968, 0.2125, 0.2009, 0.2289, 0.2156, 0.1908, 0.2276, 0.1945, 0.2148, 0.1987, 0.2203, 0.2053, 0.1898, 0.1995, 0.2510, 0.2116, 0.1005, 0.2036, 0.1934, 0.1873, 0.2620, 0.2551, 0.2425, 0.2238]
}

***

For the records above, the corresponding electronic energy values read -409.7941 -2326.4497 Eh.